# 1
The following is a DFT calculation (the ωB97M-V functional and the def2-TZVPD basis) of a cluster of 10 separate species, C34H61NO27 in total.

Geometry as XYZ:
```
123
Properties=species:S:1:pos:R:3
O -19.54032 7.17440 -0.75038
O -12.92537 5.36608 -2.97331
O -19.11544 11.12387 -0.19871
O -20.22535 7.54226 -6.69920
O -19.69591 10.03513 -2.01648
O -13.50575 13.79128 -10.10857
O -18.17489 8.06683 -6.05416
O -16.05295 11.39802 -4.37861
O -21.78582 6.54525 -1.59511
O -10.68128 8.66815 -4.94801
O -15.38565 9.55812 -9.91514
O -14.35541 9.61934 -12.10811
O -13.57244 12.19846 -8.28371
O -19.65624 6.00870 -2.66692
O -11.60845 12.47436 -9.18249
O -11.13833 9.25239 -7.01700
O -12.73744 7.83586 -5.82277
O -16.16919 5.47383 -1.85501
O -13.47184 3.04770 -2.58028
O -17.28960 10.16578 -1.34900
O -17.43951 12.75240 -5.48706
O -16.77426 3.92309 -3.41589
O -13.91284 3.85696 -4.50979
O -16.66720 6.15580 -3.83377
O -15.66207 7.96880 -11.71258
O -19.00280 9.19144 -7.66591
O -15.26249 13.41758 -5.06307
N -20.80944 2.23152 -8.05008
C -10.81481 7.74606 -3.86826
C -12.15932 9.42583 -7.98225
C -20.29176 3.22880 -7.77785
C -13.59780 10.79912 -11.78831
C -17.22906 4.59553 -8.07012
C -14.12019 12.75499 -4.63295
C -13.84722 10.24300 -3.74231
C -20.22083 5.57114 -3.83170
C -10.68365 12.91713 -10.13619
C -14.95789 12.32363 -8.37829
C -15.01045 7.37275 -0.98298
C -16.61470 7.25450 -10.97389
C -20.15003 7.94985 0.28353
C -12.85780 12.86042 -9.17994
C -13.41243 4.07763 -3.37613
C -20.32692 6.59832 -1.69387
C -15.09882 9.03518 -11.22607
C -18.30937 4.58780 -6.97607
C -14.72428 11.54716 -3.79191
C -16.18190 6.83814 -1.75429
C -16.11920 7.31907 -3.18081
C -19.22654 8.24176 -6.78767
C -16.32601 12.58918 -4.98613
C -17.08973 8.98553 -6.33696
C -11.50508 8.50972 -5.92815
C -17.73225 9.74359 -7.47485
C -19.73827 4.53440 -7.43190
C -13.94293 4.94969 -5.44833
C -16.53034 5.09782 -3.06428
C -12.80931 3.13825 -1.34649
C -19.35373 9.53153 -3.31697
C -18.69382 10.44209 -1.21043
C -18.23198 11.71702 0.73580
C -15.93278 8.16789 -6.85565
H -12.95201 5.09577 -5.89193
H -16.05918 6.66233 -10.22028
H -17.46670 7.82838 -10.60257
H -19.67435 5.05518 -8.40624
H -14.95397 8.65697 -6.76523
H -17.24289 12.19624 0.46020
H -18.92902 8.60518 -3.13217
H -11.68310 7.84143 -3.24638
H -11.76876 3.53009 -1.46357
H -16.04005 7.93549 -7.90580
H -13.07123 11.14931 -12.64515
H -15.23505 12.40149 -9.48475
H -17.44789 5.25927 -8.92164
H -16.35686 5.04440 -7.63061
H -14.16806 9.37215 -3.14413
H -14.28628 5.91397 -4.99417
H -18.20504 3.81550 -6.23534
H -20.46624 5.09261 -6.86692
H -10.77123 14.01201 -10.30566
H -16.97257 9.67128 -5.49385
H -16.59993 8.25694 -3.38193
H -12.93520 10.47846 -3.29968
H -17.28545 9.66022 -8.44237
H -15.07053 8.36568 -0.52057
H -19.43429 8.51493 0.88651
H -18.15313 5.50450 -6.35360
H -9.71424 12.77970 -9.82222
H -17.90049 10.87970 1.34328
H -14.29114 11.67674 -11.49034
H -15.23300 13.26056 -7.95558
H -17.15212 7.05798 -1.33390
H -14.13328 7.29461 -1.63035
H -20.17165 9.25478 -3.92507
H -13.43468 13.41277 -4.09804
H -13.37324 3.79907 -0.64551
H -13.10125 9.71127 -7.55200
H -20.71388 7.32108 0.93058
H -11.86904 10.22975 -8.75946
H -12.69735 2.13842 -0.93101
H -20.87540 8.60880 -0.17595
H -14.59635 4.71887 -6.25163
H -18.80353 12.27035 1.49620
H -10.86865 6.78950 -4.35865
H -16.99625 3.57125 -8.43487
H -17.02369 6.49576 -11.64655
H -15.82103 7.23036 -6.27257
H -15.07715 7.37611 -3.52473
H -12.87088 10.51691 -11.03582
H -14.76353 6.78065 -0.13208
H -18.66991 10.18784 -3.89518
H -13.55272 12.37810 -5.48949
H -20.44597 6.56305 -4.23986
H -10.83533 12.38350 -11.00966
H -12.51676 8.53911 -8.53252
H -17.70668 10.78685 -7.21567
H -13.67140 9.86598 -4.75868
H -14.82436 11.84262 -2.72068
H -15.41362 11.46795 -7.88909
H -9.99567 7.84617 -3.18739
H -21.07442 4.97506 -3.50463
H -19.53179 4.94312 -4.45642
```

Calculated values
Multiplicity: 1
Energy relative to the best compared isomer or geometry (same formula, charge and spin), kcal/mol: 29.0
Maximum force, eV/A: 9.1
Gap between HOMO and LUMO, eV: 10.01
Charge: 0

=====

# 2
The following is a DFT calculation (the ωB97M-V functional and the def2-TZVPD basis) of the ion C9H18N3O2 with charge +1.

Geometry as XYZ:
```
32
Properties=species:S:1:pos:R:3
O -2.37983 -0.90100 -3.19274
O -0.86228 -1.96354 -4.27103
N -1.24717 -1.32284 -3.32693
N 0.70125 1.94743 1.51855
N 0.20538 -0.19994 0.26962
C 0.97770 -1.86383 -2.44819
C 1.93322 1.39123 0.89133
C 1.54297 0.27401 -0.14361
C -3.10457 -0.17236 -0.06757
C -2.56310 1.07058 0.49959
C -0.37120 -1.13797 -2.25684
C -1.93406 0.49979 -0.77177
C 0.29589 -1.46981 0.94326
C -0.71039 -0.16244 -0.87087
H -0.14342 0.75069 0.69560
H -3.93764 -0.14832 -0.61927
H -2.73709 -0.97741 0.47828
H 1.69183 -2.05999 -1.55437
H -2.10272 0.89991 -1.84889
H 1.55988 -1.38670 -3.38602
H 1.67343 0.78429 -1.09101
H 0.70420 1.78326 2.53635
H -3.05922 1.96493 0.19154
H 0.66143 2.95708 1.33826
H 0.86967 -2.23618 0.40256
H 0.52486 -1.30003 1.89059
H 2.41973 -0.39525 -0.10998
H -0.65239 -1.85484 0.95644
H 0.88237 -2.79330 -2.84030
H -1.94193 1.10749 1.30028
H 2.45914 0.85898 1.65322
H 2.54559 2.25269 0.34944
```

Calculated values
Multiplicity: 1
Energy relative to the best compared isomer or geometry (same formula, charge and spin), kcal/mol: 188.3
Maximum force, eV/A: 8.5
Gap between HOMO and LUMO (alpha / beta), eV: 8.08 / 7.44
Charge: +1

=====

Number 1 is which compound? C34H61NO27